[1]
Here is a 2-piece molecular cluster, C3H3N3O overall from the Open Molecules 2025 dataset. Energies are from the ωB97M-V functional and the def2-TZVPD basis.

E_tot: -9673.430 eV
HOMO energy: -8.7746 eV
ΔE to the lowest compared entry with this formula, charge and spin: 4.024 eV

```
! wB97M-V def2-TZVPD RIJCOSX def2/J DEFGRID3
* xyz 0 1
N -1.45526 -0.76441 -1.58282
C -0.62591 -0.01328 -1.07434
N 1.70105 0.57934 -0.53608
N 2.32931 -0.11213 0.26796
O -1.09952 -0.22245 2.36110
C -0.01864 -0.31259 2.03338
C 0.23694 0.74813 -0.43903
H -1.54570 -0.66657 -2.59573
H 1.72353 -0.52041 0.99941
H -0.08076 1.73883 -0.12055
*
```

=====

[2]
Here is one molecule with the formula C6H14O2S2Si from the Open Molecules 2025 dataset. Energies are from the ωB97M-V functional and the def2-TZVPD basis.

E_tot: -40092.294 eV
HOMO energy: -8.3376 eV
ΔE to the lowest compared entry with this formula, charge and spin: 0.000 eV
Structure (SMILES): CO[SiH](OC)[C@H](C)C(=S)SC

```
! wB97M-V def2-TZVPD RIJCOSX def2/J DEFGRID3
* xyz 0 1
C 1.37984 0.71806 0.60187
C 0.32487 -1.49107 1.40703
C -1.82170 -2.43030 -2.48025
C -2.29448 0.88558 1.02334
C 3.40919 2.80703 0.41875
C 0.64391 -0.62217 0.17726
O -0.93784 -1.87893 -1.55065
O -2.15270 0.08659 -0.00892
Si -0.80590 -0.32899 -0.96549
S 0.64401 1.79429 1.48250
S 2.95406 1.12308 -0.15387
H -0.33923 -0.84845 1.93888
H 1.20496 -1.88335 1.93946
H -0.29464 -2.38939 1.17152
H -2.25126 -1.61429 -3.04344
H -2.48023 -3.04865 -1.91191
H -1.34335 -3.04643 -3.23669
H -2.07256 0.21800 1.98177
H -3.38652 1.19576 1.04002
H -1.65337 1.77651 1.05655
H 2.57248 3.44479 0.28285
H 4.22324 3.12059 -0.23172
H 3.66441 2.70363 1.50391
H 1.46179 -1.01638 -0.44943
H -0.64896 0.72448 -1.99334
*
```

=====

[3]
Here is one molecule with the formula C27H29N3O4 from the Open Molecules 2025 dataset. Energies are from the ωB97M-V functional and the def2-TZVPD basis.

E_tot: -41129.137 eV
HOMO energy: -8.2258 eV
ΔE to the lowest compared entry with this formula, charge and spin: 4.270 eV
Structure (SMILES): C#Cc1ccc([C@@H]2C=C(C(=O)NCc3nc4ccccc4[nH]3)O[C@H](OCC)[C@H]2CCCO)cc1

```
! wB97M-V def2-TZVPD RIJCOSX def2/J DEFGRID3
* xyz 0 1
C -0.04346 8.64557 -2.01888
C 0.24750 7.48507 -1.91930
C 0.59571 6.11837 -1.79925
C 1.85375 5.75160 -1.32278
C 2.18572 4.41758 -1.20603
C 1.27764 3.42262 -1.55080
C 0.03096 3.79226 -2.03818
C -0.31155 5.12394 -2.16048
H -1.28467 5.40460 -2.53650
H -0.68063 3.03021 -2.31849
C 1.68027 1.97095 -1.39780
C 0.69390 1.01661 -1.99506
C -0.12153 0.26572 -1.25581
O -0.18904 0.32924 0.12378
C 0.52127 1.40146 0.72484
O -0.14545 2.61105 0.62964
C -1.26917 2.79428 1.47398
C -2.51762 2.04666 1.01922
H -2.71558 2.26149 -0.02797
H -2.39532 0.97340 1.14069
H -3.36807 2.36999 1.61337
H -1.00639 2.50385 2.50199
H -1.44558 3.87208 1.44303
C 1.90391 1.56969 0.07923
C 2.75631 0.28946 0.11981
C 2.92030 -0.40141 1.48724
C 2.37937 -1.83302 1.47443
O 0.97432 -1.90933 1.36195
H 0.66145 -1.14235 0.85459
H 2.63680 -2.34109 2.40847
H 2.84270 -2.38673 0.64379
H 3.97706 -0.45270 1.75093
H 2.42053 0.16185 2.27628
H 3.74304 0.55600 -0.26331
H 2.33311 -0.42602 -0.59104
H 2.40864 2.37553 0.61698
H 0.59439 1.09814 1.78471
C -0.95203 -0.82459 -1.84752
O -0.94120 -1.07090 -3.03724
N -1.64830 -1.53847 -0.93618
H -1.65164 -1.23518 0.02524
C -2.39312 -2.72241 -1.28136
C -2.09205 -3.87083 -0.37537
N -2.85396 -4.92229 -0.28499
C -2.24372 -5.74892 0.62501
C -2.61237 -7.00128 1.10272
C -1.78902 -7.59641 2.03535
C -0.62491 -6.97518 2.49340
C -0.23970 -5.73241 2.03232
C -1.06095 -5.13070 1.09396
N -0.98918 -3.93177 0.43120
H -0.27129 -3.23354 0.57770
H 0.65834 -5.24677 2.38333
H -0.01334 -7.48198 3.22546
H -2.04647 -8.56992 2.42642
H -3.51110 -7.48011 0.74898
H -3.47388 -2.53855 -1.25590
H -2.12414 -2.97389 -2.31407
H 0.66503 0.89210 -3.06540
H 2.63416 1.84492 -1.92690
H 3.16795 4.14542 -0.84456
H 2.56396 6.51865 -1.04993
H -0.30164 9.65837 -2.10893
*
```

=====

[4]
Here is a 2-piece molecular cluster, C4H9NO2 overall from the Open Molecules 2025 dataset. Energies are from the ωB97M-V functional and the def2-TZVPD basis.

E_tot: -9869.269 eV
HOMO energy: -7.3668 eV
ΔE to the lowest compared entry with this formula, charge and spin: 10.792 eV

```
! wB97M-V def2-TZVPD RIJCOSX def2/J DEFGRID3
* xyz 0 1
C -1.36202 0.00824 0.55525
C -1.53971 1.38947 0.93724
O 1.64961 -2.72959 -0.84993
C -0.57451 0.97775 -0.18410
N 0.80788 0.80316 0.39084
C 1.38429 -0.48500 -0.05345
O -0.75123 1.56375 -1.43577
H -2.09649 -0.65158 0.10364
H -1.14547 0.76134 -1.82890
H -2.47241 1.90689 0.71448
H -0.97117 2.02253 1.61983
H 1.99256 -3.63504 -0.86602
H 0.60334 0.73036 1.38162
H 2.28035 -0.85503 0.43961
H 0.66740 -1.24865 0.19965
H 1.52759 -0.55860 -1.12400
*
```

=====

[5]
Here is a 2-piece molecular cluster, C10H16 overall from the Open Molecules 2025 dataset. Energies are from the ωB97M-V functional and the def2-TZVPD basis.

E_tot: -10628.768 eV
HOMO energy: -9.0091 eV
ΔE to the lowest compared entry with this formula, charge and spin: 0.976 eV
Structure (SMILES): CCc1ccccc1.CC

```
! wB97M-V def2-TZVPD RIJCOSX def2/J DEFGRID3
* xyz 0 1
C -0.60678 2.82286 -2.29475
C -2.04260 2.29767 -2.24756
H -0.05116 2.68965 -1.35466
H -0.07287 2.35918 -3.11761
H -0.54618 3.91755 -2.24729
H -2.77251 3.03659 -1.91235
H -2.11489 1.42173 -1.61419
H -2.40537 2.02859 -3.23783
C 0.64703 0.08303 2.22956
C 1.22360 -0.66690 3.41365
C 0.46038 -0.78204 1.01047
C -0.32410 -1.93285 1.01778
C 1.04561 -0.35815 -0.18838
C -0.37791 -2.76753 -0.09775
C 0.98561 -1.22940 -1.27170
C 0.46380 -2.48988 -1.16504
H -0.30558 0.59020 2.45914
H 1.19795 1.02754 2.07190
H 2.26445 -0.97598 3.37545
H -1.03438 -2.08938 1.82320
H 1.49525 0.62208 -0.23293
H -0.95172 -3.68443 -0.07326
H 1.52229 -0.88705 -2.15095
H 0.49813 -3.25887 -1.93085
H 0.75530 -1.66047 3.40251
H 1.04667 -0.11374 4.33344
*
```

=====

[6]
Here is a 2-piece molecular cluster, C2H5O3S3 overall from the Open Molecules 2025 dataset. Energies are from the ωB97M-V functional and the def2-TZVPD basis.

E_tot: -40804.255 eV
HOMO energy: -5.0304 eV
ΔE to the lowest compared entry with this formula, charge and spin: 0.327 eV

```
! wB97M-V def2-TZVPD RIJCOSX def2/J DEFGRID3
* xyz -1 1
C -0.46643 -1.68217 0.38601
C -1.50429 -0.72722 0.04955
O 0.37099 0.96035 1.01275
O -1.82382 1.85655 0.40536
O -0.32020 1.13860 -1.42195
S 3.09854 1.27418 -0.09986
S -2.98738 -1.07265 -0.44845
S -0.74189 1.01853 0.00446
H -0.70335 -2.65395 0.81556
H 0.41560 -1.24958 0.85813
H -0.01157 -1.84817 -0.65277
H 2.77833 1.95858 -1.14597
H 1.89547 1.02696 0.23719
*
```

=====

[7]
Here is an isolated ion of composition C5H8NO and charge +1 from the Open Molecules 2025 dataset. Energies are from the ωB97M-V functional and the def2-TZVPD basis.

E_tot: -8839.767 eV
HOMO energy: -13.5159 eV
ΔE to the lowest compared entry with this formula, charge and spin: 4.994 eV

```
! wB97M-V def2-TZVPD RIJCOSX def2/J DEFGRID3
* xyz 1 1
C 1.62722 -1.32184 1.37049
C 0.66036 -0.39177 1.30430
C -0.98325 0.83189 -0.39592
C -1.36969 0.29135 -1.70216
C 0.33457 0.12880 -0.02462
N -1.50210 -1.22011 -1.43078
O -2.49372 -1.81259 -1.85568
H 1.73728 -1.95506 2.16879
H 2.30309 -1.30412 0.48256
H -0.00987 -0.18256 2.10992
H -0.83875 1.88725 -0.70312
H -1.70765 0.81757 0.35725
H -2.19167 0.81956 -2.13810
H -0.56100 0.26226 -2.41515
H 1.21077 -0.10783 -0.67000
*
```

=====

[8]
Here is a 4-piece molecular cluster, C24H19ClNO14P overall from the Open Molecules 2025 dataset. Energies are from the ωB97M-V functional and the def2-TZVPD basis.

E_tot: -77155.973 eV
HOMO energy: -7.8745 eV
ΔE to the lowest compared entry with this formula, charge and spin: 1.097 eV
Structure (SMILES): O=C1C=C(O)C(=O)C=C1O.O=C1C=C(O)C(=O)C=C1O.O=C1C=C(O)C(=O)C=C1O.C=CCP(CC(=O)Cl)OC#N

```
! wB97M-V def2-TZVPD RIJCOSX def2/J DEFGRID3
* xyz 0 1
C 0.24011 1.85705 -1.63527
C 0.79804 3.00635 -1.07681
C 2.20912 3.04513 -0.61994
P 3.21170 3.90508 -1.92840
C 4.82237 3.00069 -1.77093
C 6.00740 3.75819 -2.31217
O 6.50254 4.68777 -1.76832
Cl 6.69245 3.14374 -3.84226
O 2.39438 3.43351 -3.36506
C 3.06892 3.73823 -4.41788
N 3.70461 3.66037 -5.38509
H -0.08664 1.08300 -0.93458
H 0.09733 1.73485 -2.70300
H 0.19078 3.89763 -0.92326
H 2.37095 3.49573 0.35208
H 2.55415 2.00332 -0.62763
H 4.77569 1.99298 -2.18579
H 4.98907 2.88809 -0.69873
C -2.75710 -0.63607 1.76260
C -4.05192 -0.49762 2.07299
C -5.10800 -0.36981 1.01347
O -6.26783 -0.26725 1.36494
C -4.68793 -0.37362 -0.37680
C -3.39409 -0.50746 -0.68639
C -2.34482 -0.66097 0.36963
O -1.18393 -0.79907 0.01911
O -2.96363 -0.50983 -1.94459
O -4.48489 -0.46628 3.32751
H -1.98739 -0.73161 2.51544
H -5.45424 -0.26775 -1.13072
H -1.99631 -0.61363 -1.89640
H -5.45338 -0.36150 3.27081
C 4.26668 3.25440 3.89601
C 4.10928 3.02937 5.20727
C 3.37892 1.82154 5.71868
O 3.28712 1.66642 6.91954
C 2.81280 0.89811 4.74543
C 2.96780 1.12569 3.43596
C 3.72142 2.31957 2.92774
O 3.84279 2.46079 1.72197
O 2.46659 0.31284 2.50975
O 4.58578 3.85149 6.13186
H 4.79256 4.11912 3.51639
H 2.27427 0.04096 5.12373
H 2.71617 0.69614 1.64964
H 4.33903 3.45968 6.99074
C -2.42051 -6.10065 -2.52275
C -2.50920 -4.89883 -1.94091
C -3.81923 -4.17543 -1.82261
O -3.83695 -3.09279 -1.26635
C -5.00521 -4.80157 -2.38381
C -4.91594 -6.00253 -2.96873
C -3.61190 -6.73885 -3.06435
O -3.60273 -7.83335 -3.59167
O -5.96740 -6.61668 -3.49794
O -1.44847 -4.27533 -1.43335
H -1.48395 -6.63237 -2.61213
H -5.93919 -4.26307 -2.30738
H -5.63236 -7.46224 -3.85049
H -1.77568 -3.43168 -1.07083
*
```

=====

[9]
Here is a 2-piece molecular cluster, C5H15N2O overall from the Open Molecules 2025 dataset. Energies are from the ωB97M-V functional and the def2-TZVPD basis.

E_tot: -10448.650 eV
HOMO energy: -12.8596 eV
ΔE to the lowest compared entry with this formula, charge and spin: 1.911 eV

```
! wB97M-V def2-TZVPD RIJCOSX def2/J DEFGRID3
* xyz 1 1
C -1.26961 -1.72310 2.65284
O -1.92183 -2.98085 2.69966
C -1.26676 -1.26736 1.20901
C -0.50526 0.04850 1.02873
H -1.78600 -0.98965 3.28281
H -0.23505 -1.79954 3.01529
H -1.98541 -3.24973 3.61924
H -0.80442 -2.03618 0.58739
H -2.29662 -1.14494 0.87109
H 0.51470 -0.08372 1.41071
H -0.50132 0.32568 -0.02815
H -0.96146 0.85987 1.59919
C 1.36266 1.80135 -1.79609
C 0.94842 0.86615 -2.65684
N 0.39815 1.11271 -3.87880
N 1.94377 1.37940 -0.50768
H 1.27648 2.86873 -1.91719
H 1.07461 -0.18381 -2.40930
H -0.20126 0.38456 -4.23848
H -0.02232 2.02186 -4.01010
H 1.31078 1.58032 0.27382
H 2.83846 1.84141 -0.32093
H 2.08930 0.36836 -0.48624
*
```

=====

[10]
Here is one molecule with the formula C4H7N3O from the Open Molecules 2025 dataset. Energies are from the ωB97M-V functional and the def2-TZVPD basis.

E_tot: -10773.814 eV
HOMO energy: -9.5213 eV
ΔE to the lowest compared entry with this formula, charge and spin: 5.933 eV
Structure (SMILES): [H]/N=C/N/N=C\CC=O

```
! wB97M-V def2-TZVPD RIJCOSX def2/J DEFGRID3
* xyz 0 1
C 0.41500 0.23893 2.12345
C -1.46966 -0.26583 -0.41245
C -0.76462 0.78453 -1.02433
C 0.54758 0.31494 -1.98612
H 0.99083 0.67382 3.91534
H -0.38712 0.99492 2.02605
H 1.13223 -1.33233 0.92640
H -2.47773 -0.80743 -0.76282
H -1.43426 1.15126 -1.79912
H -0.35170 1.29423 -0.01214
H 1.65002 -0.11985 -1.46985
N 1.18665 -0.02433 3.16377
N 0.52233 -0.48859 0.86420
N -0.91308 -1.06132 0.48182
O 0.36708 0.34120 -3.32447
*
```

=====

[11]
Here is C24H46BrF9LiN3Na2O7PS as an isolated structure from the Open Molecules 2025 dataset. Energies are from the ωB97M-V functional and the def2-TZVPD basis.

E_tot: -168067.979 eV
HOMO energy: -5.5374 eV

```
! wB97M-V def2-TZVPD RIJCOSX def2/J DEFGRID3
* xyz 1 1
C -1.44701 0.30839 -1.51205
C -2.11323 -0.75536 -2.59352
C -1.34205 -2.20125 -2.65786
C -1.17376 -2.96448 -1.21631
C 0.22879 -3.81094 -1.06020
C 0.79574 -3.53417 0.48007
C 2.27743 -4.19056 0.80227
C 3.58874 -3.31191 0.30469
C 3.42048 -2.19173 -0.86365
C 4.85971 -1.51009 -1.19437
C 6.16853 -1.97840 -0.39506
N 6.36356 -2.96069 0.70763
C 5.02533 -3.55711 0.97151
N 2.26329 -4.78042 2.19564
C 0.87236 -5.44284 2.28402
C -0.12613 -4.24710 1.67914
P -0.97828 -3.08261 2.96035
C -2.79072 -2.67654 2.37696
C -0.12572 -1.37344 3.03083
C 1.37769 -1.37396 3.68437
H -0.27779 0.34946 -1.63409
H -1.85081 1.40550 -1.61962
H -1.74604 -0.04026 -0.41027
H -3.28187 -0.87107 -2.42209
H -1.97534 -0.24980 -3.66451
H -0.31139 -2.02602 -3.21603
H -2.01589 -2.90852 -3.34051
H -2.07023 -3.72941 -1.07156
H -1.21358 -2.20651 -0.32374
H 1.02489 -3.55032 -1.89578
H -0.04388 -4.95546 -1.23622
H 0.82443 -2.35620 0.57938
H 2.30917 -5.11532 0.08629
H 2.41598 -1.91560 -1.39553
H 4.93725 -0.67403 -2.02287
H 7.18543 -1.44836 -0.73611
H 5.03640 -4.37183 1.84731
H 2.43684 -4.17177 3.02921
H 2.88372 -5.61711 2.26114
H 0.57298 -5.95491 3.29280
H 0.74612 -6.26004 1.42515
H -1.06517 -4.66916 1.08301
H -2.72869 -2.38123 1.23388
H -3.19225 -1.73914 2.95686
H -3.48662 -3.62704 2.50130
H -0.17293 -0.88983 1.94228
H -0.80055 -0.69325 3.74300
H 1.43010 -0.59877 4.57780
H 1.68344 -2.42324 4.13797
H 2.14203 -1.02896 2.85956
F 4.31422 -2.07873 2.55131
C -6.83092 -6.39167 1.21028
C -5.90371 -5.25437 0.83505
O -4.60137 -5.50229 1.34385
H -6.87856 -6.50632 2.29814
H -7.84045 -6.21381 0.82930
H -6.46356 -7.34056 0.80599
H -6.26245 -4.31201 1.25939
H -5.84062 -5.14165 -0.25156
H -4.28846 -6.33673 0.95448
O -0.68368 -2.12957 6.73789
H -0.04413 -1.42763 6.54507
H -1.04594 -2.36135 5.86955
C 1.17985 5.30839 -2.03796
C 0.19048 4.13610 -1.96216
C -0.85315 4.10533 -3.07469
F -1.64638 5.20045 -3.07016
F -1.68058 3.03563 -2.92296
F -0.39357 4.12180 -0.73416
F 0.92455 2.98167 -2.03612
O 0.88280 6.43632 -1.20973
C -0.03472 7.37728 -1.76549
C -1.33704 7.48171 -0.96297
F -1.98306 6.28964 -0.89534
F -2.20220 8.35620 -1.54428
F -0.23964 7.08354 -3.07137
F 0.61191 8.57453 -1.74933
H 2.13464 4.93295 -1.64929
H 1.40440 5.60385 -3.06967
H -0.38200 4.01985 -4.05826
H -1.14171 7.81758 0.05915
Li 7.44550 -1.79292 -2.59954
O 2.36880 5.13758 -7.32359
S 2.75759 4.99137 -5.90901
O 3.42865 6.22254 -5.45391
O 3.67857 3.84886 -5.76788
O 1.55402 4.75631 -5.09050
Na 1.96877 10.07823 -1.51167
N 0.44703 10.93615 2.13128
H 0.43708 11.95061 1.97309
H -0.33436 10.67785 2.74521
H 0.35171 10.44873 1.23266
H 1.33351 10.66746 2.57407
Br -3.59921 4.29090 -2.72078
Na -1.44304 -3.72633 7.93416
*
```

=====

[12]
Here is one molecule with the formula C5H9NO from the Open Molecules 2025 dataset. Energies are from the ωB97M-V functional and the def2-TZVPD basis.

E_tot: -8866.726 eV
HOMO energy: -10.6748 eV
ΔE to the lowest compared entry with this formula, charge and spin: 2.487 eV
Structure (SMILES): CC(C)(C#N)CO

```
! wB97M-V def2-TZVPD RIJCOSX def2/J DEFGRID3
* xyz 0 1
C -0.89982 1.10651 0.49323
C 0.01333 -0.12953 0.31152
C 1.44494 0.30521 -0.00817
C -0.58279 -1.06500 -0.71992
O -0.76184 -0.44016 -1.96281
C 0.09787 -1.02643 1.57740
N 0.11240 -0.46329 2.59006
H -1.08756 1.52314 -0.50390
H -1.86448 0.83188 0.93070
H -0.45380 1.88912 1.11931
H 1.84643 0.97404 0.76230
H 1.45321 0.84782 -0.95927
H 2.10314 -0.56583 -0.07963
H 0.05763 -1.95764 -0.78021
H -1.56926 -1.38103 -0.35881
H 0.09061 -0.44882 -2.41180
*
```

=====

Number 1: orbital gap 9.30 eV. Number 2: orbital gap 8.48 eV. Number 3: orbital gap 8.71 eV. Number 4: orbital gap 3.62 eV. Number 5: orbital gap 9.95 eV. Number 6: orbital gap 8.16 eV. Number 7: orbital gap 6.59 eV. Number 8: orbital gap 5.93 eV. Number 9: orbital gap 9.52 eV. Number 10: orbital gap 9.41 eV. Number 11: orbital gap 0.91 eV. Number 12: orbital gap 10.89 eV.